(1)
The following is a quantum chemistry calculation of C24H22N2O3 in the gas phase, from OMol25.

```
51
Properties=species:S:1:pos:R:3:forces:R:3
C 0.10304 0.99507 -3.86596 -0.1 -0.1 -0.1
H 0.20125 -0.08585 -4.01307 0.0 0.0 0.0
O 1.30730 1.56739 -3.42108 0.3 0.1 0.1
C 1.81144 1.16374 -2.22143 0.1 0.0 0.2
C 1.24288 0.19882 -1.40041 -0.1 0.1 -0.4
C 1.83910 -0.11553 -0.19074 0.2 0.1 0.1
C 3.00537 0.50496 0.22529 0.0 -0.2 0.1
C 3.57933 1.45700 -0.61362 -0.1 -0.1 0.0
C 2.99403 1.78564 -1.81633 -0.2 0.0 -0.2
H 3.43361 2.52384 -2.46828 0.1 0.1 -0.1
H 4.49885 1.94352 -0.32208 0.1 0.1 0.0
C 3.61227 0.18825 1.56415 0.0 0.3 0.1
H 3.06766 -0.63682 2.02526 0.0 0.0 0.0
C 3.56292 1.40575 2.49954 0.2 -0.3 0.1
N 2.23164 1.95442 2.59689 0.1 0.2 -0.4
C 1.44269 1.79859 3.67160 -0.3 0.3 -0.3
O 1.76783 1.23399 4.69421 0.0 -0.1 0.4
C 0.07134 2.47276 3.52027 0.0 -0.1 0.4
O -0.37780 2.59037 2.18861 0.0 0.1 -0.2
C -0.87029 1.47810 1.56995 -0.2 -0.1 -0.2
C -0.77699 0.18462 2.07039 0.1 0.3 0.2
C -1.32896 -0.86728 1.36292 -0.1 0.0 -0.2
C -1.97654 -0.66482 0.14751 0.2 0.2 0.2
C -2.05114 0.63747 -0.34932 0.0 -0.1 0.1
C -1.50769 1.69266 0.34758 0.1 0.1 0.2
H -1.57295 2.70184 -0.02765 0.0 0.1 0.0
H -2.57275 0.82727 -1.27622 0.0 0.0 -0.1
C -2.56336 -1.78923 -0.59081 -0.2 -0.3 -0.2
C -3.20183 -2.82884 0.08831 0.1 0.1 -0.1
C -3.75743 -3.88845 -0.59640 0.0 -0.1 -0.2
C -3.68166 -3.93175 -1.98942 0.4 0.7 0.5
C -3.04679 -2.89925 -2.68092 -0.1 -0.2 0.0
C -2.49888 -1.84319 -1.98439 0.0 0.0 0.1
H -2.00062 -1.05507 -2.52954 0.1 0.1 0.0
H -2.98788 -2.93628 -3.75894 0.0 0.0 0.0
C -4.24773 -5.01485 -2.69789 -0.2 -0.5 -0.3
N -4.70700 -5.89334 -3.27433 -0.1 -0.3 -0.2
H -4.25558 -4.68582 -0.06468 0.0 0.0 0.0
H -3.28117 -2.79115 1.16436 0.0 0.0 0.1
H -1.23041 -1.86869 1.75555 0.0 -0.1 0.0
H -0.26829 -0.01504 3.00074 0.0 0.0 0.1
H 0.16563 3.50071 3.88532 0.0 -0.2 0.0
H -0.65645 1.94928 4.15042 0.1 0.0 -0.1
H 1.84199 2.37879 1.76749 -0.1 0.0 0.1
H 3.86179 1.11614 3.50922 0.1 0.1 -0.1
H 4.23427 2.18833 2.13488 0.0 -0.1 0.1
H 4.65571 -0.11178 1.44748 0.0 -0.1 0.0
H 1.37811 -0.86536 0.43528 0.0 -0.1 0.1
H 0.33959 -0.31747 -1.68097 -0.1 0.0 -0.1
H -0.71510 1.19790 -3.16656 0.0 0.0 0.0
H -0.11435 1.46864 -4.82220 0.0 -0.1 0.1
```
Forces are in eV/Å.

## Properties
Energy relative to the best compared isomer or geometry (same formula, charge and spin): 45.6 kcal/mol

***

(2)
The following is a quantum chemistry calculation of C24H22N2O5 in the gas phase at a distorted geometry, from OMol25.

```
53
Properties=species:S:1:pos:R:3:forces:R:3
C -6.71416 -2.73140 -0.48058 0.0 -0.2 -0.1
H -6.78873 -2.55799 -1.55870 0.0 0.0 0.0
O -6.46262 -1.53586 0.21856 0.1 0.3 0.1
C -5.32979 -0.84063 -0.05936 0.1 0.2 0.1
C -4.35714 -1.22974 -0.97887 -0.3 -0.2 0.0
C -3.24236 -0.44135 -1.17925 0.1 0.3 0.2
C -3.06587 0.74996 -0.47682 -0.6 -0.5 -0.1
C -4.04445 1.13228 0.44441 0.3 -0.1 -0.2
C -5.15680 0.35042 0.65157 -0.2 -0.3 0.0
H -5.91788 0.63609 1.36036 -0.1 0.0 0.1
H -3.92164 2.04947 1.00102 0.0 0.1 0.1
C -1.88943 1.57014 -0.65830 0.9 0.8 -0.1
N -0.95702 1.21040 -1.44335 -0.1 -0.5 -0.5
O 0.13711 2.06796 -1.48681 -0.5 0.4 0.5
C 1.15881 1.55716 -2.31418 0.1 -0.1 -0.4
C 2.48318 1.31523 -1.58432 -0.5 0.2 -0.1
O 3.53770 1.59135 -2.12096 0.2 0.0 -0.3
N 2.41043 0.78742 -0.34448 0.2 -0.1 0.3
C 1.23571 0.27341 0.25450 -0.4 -0.2 0.2
C 0.79244 -0.98572 -0.13498 0.0 0.2 0.0
C -0.30868 -1.56841 0.46513 -0.1 0.0 0.1
C -0.98915 -0.89667 1.46690 0.1 -0.1 0.0
C -0.57625 0.36605 1.84058 0.2 0.2 0.1
C 0.53602 0.96531 1.25004 0.1 -0.3 -0.1
C 0.81596 2.37068 1.63371 -0.2 0.4 0.2
O 0.02178 3.06406 2.22119 -0.1 0.0 0.0
O 2.01889 2.82395 1.26986 0.5 0.1 -0.1
H 2.10214 3.76375 1.49621 -0.3 -0.1 0.1
H -1.11020 0.92494 2.59441 -0.1 0.1 0.0
H -1.85036 -1.34488 1.93757 -0.1 0.0 0.0
H -0.63393 -2.54801 0.14966 0.0 -0.1 0.0
H 1.32962 -1.50632 -0.91412 0.1 0.0 -0.1
C 3.64546 0.50507 0.38605 0.2 0.0 -0.1
C 3.94315 -0.96866 0.33890 0.1 0.0 0.1
C 4.54960 -1.51611 -0.78527 0.0 0.0 0.0
C 4.76929 -2.87950 -0.86610 0.0 0.0 -0.1
C 4.38071 -3.70852 0.17347 0.0 -0.1 0.0
C 3.77200 -3.16993 1.29410 0.0 -0.1 0.1
C 3.55147 -1.80596 1.37516 0.1 0.1 0.0
H 3.07231 -1.38777 2.24949 -0.1 0.1 0.1
H 3.46583 -3.81317 2.10604 0.0 -0.1 0.1
H 4.55236 -4.77301 0.11017 0.0 -0.1 0.0
H 5.24448 -3.29707 -1.74156 0.0 0.0 -0.1
H 4.84301 -0.86482 -1.59536 0.0 0.1 -0.1
H 4.43157 1.07930 -0.10841 -0.1 -0.1 0.2
H 3.52630 0.84887 1.41569 0.0 0.0 -0.1
H 0.82463 0.61608 -2.76616 0.0 0.1 0.0
H 1.36060 2.28146 -3.11141 0.0 -0.2 0.2
H -1.82705 2.49261 -0.08073 0.1 0.1 0.0
H -2.48553 -0.73717 -1.88799 0.1 -0.1 -0.1
H -4.46261 -2.14386 -1.54190 0.0 -0.1 0.0
H -5.94196 -3.48222 -0.28472 0.0 0.0 0.0
H -7.67062 -3.09430 -0.10779 0.1 0.0 -0.1
```
Forces are in eV/Å.

## Properties
Energy relative to the best compared isomer or geometry (same formula, charge and spin): 46.6 kcal/mol

***

(3)
The following is a quantum chemistry calculation of C24H22N2O6 in the gas phase at a distorted geometry, from OMol25.

```
54
Properties=species:S:1:pos:R:3:forces:R:3
C -5.05012 -2.43999 1.88169 0.4 0.1 -0.2
C -4.02393 -2.20185 0.78393 -0.6 -0.3 0.0
H -3.76894 -3.14601 0.29055 0.0 0.2 0.0
H -4.42336 -1.51184 0.03225 0.1 -0.1 0.1
O -2.87771 -1.64180 1.40223 0.1 0.0 0.1
C -1.85754 -1.11559 0.67770 0.2 0.1 -0.2
C -0.94496 -0.37873 1.42957 -0.1 -0.1 -0.2
C 0.14070 0.24244 0.85157 -0.1 -0.2 -0.2
C 0.32541 0.15992 -0.51899 -0.1 -0.2 0.0
C -0.55128 -0.59868 -1.27767 0.1 0.0 0.1
C -1.63222 -1.25639 -0.70496 -0.2 -0.1 0.1
O -2.49740 -2.03440 -1.43320 0.1 0.1 0.4
C -2.20356 -2.28317 -2.78661 0.0 0.0 -0.2
H -1.21049 -2.72548 -2.90853 0.0 0.0 0.0
H -2.95973 -2.99281 -3.11980 0.1 0.0 0.0
H -2.27641 -1.37259 -3.39066 0.0 0.0 0.0
H -0.37132 -0.68338 -2.33706 0.0 0.0 -0.1
C 1.46378 0.90337 -1.17835 0.1 -0.3 0.0
N 1.42866 2.32203 -0.88769 0.1 0.0 -0.1
C 2.50593 2.72684 -0.19320 0.1 0.2 -0.1
O 2.77719 3.84078 0.21874 0.1 0.1 0.1
C 3.38714 1.53375 -0.03474 -0.1 -0.4 -0.2
C 2.79851 0.46824 -0.61653 0.1 0.6 0.1
C 3.24084 -0.91127 -0.83030 0.0 0.1 0.1
O 2.80358 -1.58197 -1.75291 0.1 0.1 0.2
C 4.21997 -1.45021 0.10837 0.5 -1.3 -0.5
C 4.98221 -2.59429 0.00616 -0.5 0.7 -0.1
C 5.74021 -2.66708 1.18811 -0.1 0.4 0.4
C 5.37807 -1.57566 1.92784 0.5 -0.7 0.0
O 4.46846 -0.84381 1.28896 -0.3 0.3 0.1
H 5.69267 -1.23662 2.89579 0.0 0.1 0.1
H 6.45125 -3.42078 1.45715 0.2 -0.1 0.1
H 4.98651 -3.27195 -0.82236 -0.1 -0.1 -0.2
O 4.56706 1.70155 0.55629 -0.1 0.2 0.0
H 4.62315 2.64383 0.80583 -0.1 -0.1 -0.1
C 0.32286 3.17702 -1.25114 0.0 0.2 0.1
C -0.89434 2.90652 -0.40610 -0.3 0.1 0.0
C -0.90292 3.24004 0.94568 0.1 0.1 -0.4
N -1.91032 2.97996 1.75597 0.0 0.2 0.6
C -2.97200 2.36949 1.25906 -0.3 -0.1 -0.2
C -3.08477 2.00918 -0.07461 0.0 0.1 0.0
C -2.02410 2.28513 -0.92049 0.1 0.2 0.2
H -2.07079 2.01969 -1.96764 0.0 -0.1 -0.1
H -3.97615 1.52475 -0.44210 -0.1 -0.1 0.0
H -3.76746 2.16813 1.96385 -0.1 -0.1 0.0
H -0.05317 3.74049 1.39235 0.2 0.1 0.0
H 0.09056 3.02583 -2.31065 0.0 0.1 0.1
H 0.66834 4.20417 -1.09716 0.0 -0.1 -0.1
H 1.43209 0.73373 -2.26178 0.0 0.0 0.1
H 0.82792 0.80779 1.46204 0.1 0.1 0.1
H -1.12372 -0.30499 2.49001 -0.1 0.0 0.1
H -5.30219 -1.50110 2.36728 -0.1 0.1 0.1
H -5.94974 -2.87685 1.45778 -0.1 -0.1 0.0
H -4.64241 -3.11542 2.62850 0.0 -0.1 0.1
```
Forces are in eV/Å.

## Properties
Energy relative to the best compared isomer or geometry (same formula, charge and spin): 41.7 kcal/mol

***

(4)
The following is a quantum chemistry calculation of a molecular structure, C24H22N3O4Pd at a distorted geometry, from OMol25.

```
54
Properties=species:S:1:pos:R:3:forces:R:3
Pd 0.36743 0.09834 0.13355 0.8 0.4 -0.7
C 1.28782 4.11721 1.04032 0.0 0.0 0.0
C -0.13703 3.98480 0.58392 0.0 0.1 0.1
C -1.09591 4.90706 0.99415 0.0 0.0 0.0
C -2.42412 4.77655 0.62289 0.0 0.0 0.0
C -2.81194 3.70060 -0.16059 0.0 0.0 0.0
C -1.88130 2.75968 -0.58895 -0.2 0.0 -0.1
C -2.32182 1.59348 -1.43231 0.0 0.1 -0.1
C -0.54383 2.92262 -0.22897 0.4 -0.1 -0.1
N 0.38678 1.93150 -0.64872 0.0 0.7 0.4
C 1.43887 2.25622 -1.42118 -0.1 0.0 -0.2
O 1.73158 3.33616 -1.92625 -0.1 0.1 0.1
C 2.28563 1.04466 -1.70244 -0.1 0.0 -0.1
C 3.50865 1.03584 -2.33990 0.0 -0.1 0.0
C 4.16346 -0.18421 -2.47347 0.1 0.0 0.0
C 3.60377 -1.34897 -1.95993 0.0 0.1 0.0
C 2.37639 -1.25887 -1.33016 0.0 0.0 0.1
N 1.75518 -0.08963 -1.26137 -0.2 -0.5 -0.2
C 1.66626 -2.40735 -0.64316 -0.1 0.2 -0.1
O 2.20005 -3.51369 -0.67103 -0.1 -0.1 0.0
N 0.48801 -2.02196 -0.10336 0.2 -0.4 0.9
C -0.34181 -3.06626 0.39436 0.1 0.1 -0.3
C -0.79434 -4.06109 -0.49182 -0.1 0.0 -0.1
C -0.47542 -4.02140 -1.96294 0.0 0.1 0.1
C -1.60581 -5.08314 -0.01049 0.0 0.0 0.0
C -1.98755 -5.13127 1.31998 0.0 0.1 0.0
C -1.57452 -4.11859 2.16966 0.0 0.0 0.0
C -0.76721 -3.07342 1.72564 0.0 -0.1 0.3
C -0.38355 -1.99264 2.69617 -0.1 -0.2 0.1
H 1.35806 4.83729 1.85598 0.0 0.0 0.0
H 1.92757 4.44463 0.21889 0.0 0.0 0.0
H 1.65743 3.15404 1.39638 0.0 0.0 0.0
H -0.78962 5.72615 1.63505 0.0 0.0 0.0
H -3.15639 5.50438 0.95108 0.0 0.0 0.0
H -3.85236 3.57862 -0.44211 0.0 0.0 0.0
H -3.40316 1.61214 -1.57245 0.0 0.0 0.0
H -2.06096 0.63802 -0.97850 0.0 -0.1 0.1
H -1.84063 1.60589 -2.41286 0.0 0.0 0.0
H 3.91377 1.97273 -2.69583 0.0 0.0 0.0
H 5.13135 -0.22289 -2.95818 0.0 0.0 0.0
H 4.08748 -2.31421 -2.01179 0.0 0.0 0.0
H -0.55276 -3.00154 -2.34876 0.0 0.0 0.0
H -1.17215 -4.65286 -2.51546 0.0 0.0 0.0
H 0.54137 -4.36250 -2.16109 0.0 0.0 0.0
H -1.94628 -5.84490 -0.70462 0.0 0.0 0.0
H -2.61216 -5.93706 1.68536 0.0 0.0 0.0
H -1.88397 -4.12480 3.20884 0.0 0.0 0.0
H -0.71652 -2.25453 3.70153 0.1 -0.1 0.0
H -0.86174 -1.04752 2.45910 0.0 0.0 -0.1
H 0.68615 -1.80074 2.72933 0.1 0.0 -0.1
O -0.79168 1.43733 3.88500 -0.1 0.1 0.0
C -0.67087 1.35113 2.67493 0.9 -0.1 0.2
O 0.42091 1.00032 2.04977 -1.4 -0.3 0.3
H -1.52655 1.60864 2.02679 -0.2 0.0 -0.1
```
Forces are in eV/Å.

## Properties
Net charge: -1
Energy relative to the best compared isomer or geometry (same formula, charge and spin): 37.6 kcal/mol

***

It is found that the gap between HOMO and LUMO values, taken in the order of the records, are 8.52; 8.54; 7.71; 7.72 eV.